C39H73Ge3MnPSeTe | the ωB97M-V functional and the def2-TZVPD basis

<S²> = 6.0693
ΔE to the lowest compared entry with this formula, charge and spin = 0.00 kcal/mol
E_LUMO (alpha / beta) = -1.89 / -1.90 eV
HOMO energy (alpha / beta) = -10.02 / -8.60 eV

Structure (ORCA input):
```
! RIJCOSX wB97M-V def2-TZVPD def2/J DEFGRID3
* xyz 1 5
Mn 0.60404 -0.57752 -0.21023
C -4.55519 -4.20135 1.77119
C -3.13219 -3.66007 1.95197
Ge -2.72802 -2.15073 0.79347
C -2.03342 -2.74727 -0.92702
C -3.02847 -3.64895 -1.66714
C -4.22555 -0.95862 0.52499
C -4.25493 0.36131 0.73335
Ge -2.64586 1.32113 1.32827
C -1.66237 2.23048 -0.10731
C -2.30584 3.43454 -0.80274
C -2.72378 2.35588 2.98273
C -3.42925 3.71401 2.97180
C -5.49367 1.17011 0.52460
C -5.42317 2.55114 0.36223
C -6.56173 3.31734 0.15278
C -7.80467 2.70709 0.11319
C -7.89649 1.33080 0.28634
C -6.75643 0.57344 0.49104
H -4.71977 -5.07916 2.39706
H -4.75864 -4.49540 0.74002
H -5.30023 -3.45541 2.05267
H -2.38404 -4.42848 1.73995
H -2.96965 -3.33584 2.98065
H -1.08943 -3.27457 -0.75724
H -1.80725 -1.85460 -1.51016
H -3.26673 -4.54576 -1.09314
H -2.62437 -3.98051 -2.62547
H -3.96623 -3.12774 -1.87021
H -5.13079 -1.44202 0.15406
H -1.42507 1.45892 -0.84245
H -0.71446 2.51993 0.35566
H -3.20441 3.14946 -1.35078
H -1.61512 3.87930 -1.52118
H -2.58078 4.22153 -0.09963
H -1.66892 2.47771 3.24632
H -3.15449 1.70310 3.74496
H -3.05609 4.36971 2.18391
H -3.26507 4.22788 3.92018
H -4.50483 3.60904 2.83958
H -4.46472 3.05170 0.38172
H -6.47470 4.38870 0.02553
H -8.69804 3.29770 -0.04117
H -8.86437 0.84715 0.27003
H -6.85572 -0.49274 0.64834
Te -1.02545 -0.61655 1.98917
C -1.39425 2.21006 -4.48752
Ge -1.99035 0.36052 -4.41742
C -3.34359 0.13322 -3.03594
C -2.69021 -0.13184 -6.16354
C -0.52289 -0.89804 -4.05422
Se 0.68180 -0.52141 -2.56686
C 1.78577 0.85121 -3.40616
H -2.25757 2.83324 -4.72866
H -0.64842 2.35231 -5.27063
H -0.98341 2.55480 -3.53734
H -4.07655 0.93983 -3.09161
H -2.90663 0.14088 -2.03915
H -3.86970 -0.81254 -3.17417
H -3.52152 0.52335 -6.42933
H -3.04752 -1.16184 -6.17999
H -1.91447 -0.01952 -6.92195
H 0.11614 -1.04022 -4.92566
H -0.96974 -1.86911 -3.82836
H 1.15022 1.54230 -3.95182
H 2.50579 0.39262 -4.08056
H 2.29703 1.37463 -2.60492
C 6.57749 0.05555 -1.72712
C 5.87582 -1.30818 -1.81008
C 4.45060 -1.25456 -1.23453
C 4.37948 -0.24865 -0.07875
C 4.60418 1.17471 -0.63734
C 5.55553 1.18020 -1.84700
P 2.76832 -0.35929 0.79855
C 2.83106 -1.89404 1.84400
C 4.19232 -2.25747 2.49622
C 4.80628 -3.50895 1.87412
C 3.89484 -4.72981 2.06003
C 2.40124 -4.36309 1.94617
C 2.22500 -3.10186 1.10589
C 2.73271 0.97933 2.06617
C 4.02852 1.20064 2.87701
C 4.07177 2.60987 3.48876
C 2.67115 3.04403 3.90797
C 1.77557 3.23298 2.67032
C 2.19747 2.30848 1.51635
H 7.34041 0.13670 -2.50139
H 7.09913 0.15270 -0.77005
H 6.46092 -2.05895 -1.27387
H 5.82654 -1.63731 -2.85024
H 4.14475 -2.25331 -0.91938
H 3.73326 -0.94965 -2.00165
H 5.17160 -0.49106 0.63360
H 5.00533 1.81891 0.14755
H 3.64443 1.61004 -0.93089
H 6.04755 2.15052 -1.92122
H 4.98636 1.05075 -2.77311
H 2.12644 -1.65121 2.64784
H 4.03710 -2.43554 3.56433
H 4.89463 -1.42747 2.43702
H 5.78069 -3.70465 2.32342
H 4.99407 -3.33187 0.81073
H 4.08429 -5.17862 3.03673
H 4.14930 -5.48832 1.31771
H 1.97897 -4.18031 2.93908
H 1.83955 -5.19348 1.51716
H 1.15998 -2.92009 0.90832
H 2.69747 -3.24933 0.13032
H 1.96262 0.60289 2.75128
H 4.91322 1.04152 2.25812
H 4.07536 0.45977 3.67883
H 4.47007 3.32326 2.76041
H 4.75536 2.62199 4.33804
H 2.70374 3.96300 4.49313
H 2.24821 2.27657 4.56415
H 1.82449 4.27052 2.33321
H 0.73241 3.03973 2.93730
H 2.96788 2.79272 0.91412
H 1.35098 2.12943 0.84655
*
```

These are the Mulliken partial charges, in e, on atoms 1 to 4: atom 1 (Mn): 0.21, atom 2 (C): -1.23, atom 3 (C): -0.52, atom 4 (Ge): 0.21